# 1
Computed, not measured: a molecular structure, C31H51N4O2PdTe in a non-equilibrium geometry, with ωB97M-V/def2-TZVPD.

Kohn-Sham gap (spin up / spin down) in eV: 4.87 / 4.87
Charge: -1
HOMO level (spin up / spin down) in eV: -2.68 / -2.68
Relative energy (zero: lowest compared OMol25 entry of this formula, charge and spin) in kJ/mol: 144.5
Largest force on an atom in eV/A: 1.5
Lowest unoccupied orbital energy (spin up / spin down) in eV: 2.2 / 2.2

Positions of all 90 atoms, in Å:
1 H -4.554 2.969 2.713
2 H 0.203 3.446 -4.589
3 N -2.729 -4.798 4.458
4 H 2.017 3.133 -2.876
5 H 0.208 -2.188 -0.519
6 H 1.843 -1.200 3.793
7 H -1.872 1.692 1.263
8 C -0.650 4.523 3.711
9 O -1.403 -3.561 5.798
10 C -0.512 2.994 -3.895
11 C -1.613 -2.832 3.543
12 H 4.739 1.483 2.071
13 H -0.548 6.687 3.717
14 C 3.093 -2.272 0.231
15 N -1.039 -1.053 1.481
16 C 3.227 -4.659 1.734
17 H -3.354 -4.778 3.673
18 Pd -0.227 0.264 -0.494
19 Te -2.075 -0.213 -2.343
20 H 5.359 -0.755 1.128
21 H -0.964 3.793 -3.301
22 C 2.478 0.203 1.468
23 C 0.839 -3.054 -0.725
24 H 6.309 -2.213 1.448
25 H 3.080 -0.471 4.822
26 H 2.793 0.879 0.692
27 H 0.067 0.412 -4.497
28 C 5.523 -1.787 0.822
29 C -1.030 5.890 3.146
30 C -1.897 -3.739 4.703
31 C -2.045 -3.078 2.244
32 H 1.811 1.966 -1.553
33 C 2.445 -0.302 3.944
34 H -2.107 6.050 3.185
35 H -2.442 1.785 3.166
36 H 3.636 2.032 3.332
37 C 3.293 -0.015 2.702
38 C 3.028 -0.954 -0.437
39 C -0.834 1.430 -1.998
40 H -0.511 -1.473 4.775
41 H 1.147 -2.923 -1.762
42 H 3.038 -5.629 3.651
43 H -2.068 -2.303 0.229
44 O 2.082 -0.568 -1.179
45 H 5.888 -1.759 -0.209
46 C -0.610 -0.827 2.720
47 H 3.935 -0.913 2.619
48 H -3.444 3.287 1.377
49 C 4.273 -2.628 0.922
50 C 2.035 -3.203 0.179
51 C 0.188 1.968 -2.994
52 H -1.356 2.260 -1.517
53 H 2.513 -6.614 2.288
54 H 0.220 -3.953 -0.653
55 C 4.310 -3.795 1.673
56 C -0.879 -1.681 3.779
57 C 4.217 1.173 2.980
58 H 4.236 -6.364 2.591
59 H 0.433 4.447 3.791
60 H -2.588 -3.973 1.972
61 H -3.716 4.521 2.606
62 H 1.317 2.879 0.748
63 H 1.278 0.115 -3.237
64 H -1.037 4.428 4.728
65 C -2.466 2.873 3.273
66 H 1.771 0.535 4.160
67 H 1.592 1.322 -4.501
68 C -0.463 2.879 1.868
69 H -1.302 2.511 -4.475
70 H 1.587 3.091 2.467
71 C 0.937 3.373 1.636
72 C 1.289 2.680 -2.195
73 H 0.862 3.473 -1.573
74 H 0.971 4.456 1.510
75 C 3.256 -5.883 2.610
76 H -3.030 -5.308 5.272
77 H -0.012 0.068 2.846
78 H 1.290 -5.059 0.925
79 H 5.217 -4.036 2.221
80 N -0.918 1.980 1.077
81 C 0.819 0.883 -3.861
82 C -3.611 3.448 2.442
83 H -0.716 5.978 2.105
84 H 4.004 -0.463 -0.540
85 H 4.967 0.934 3.741
86 N -1.153 3.397 2.944
87 C 2.119 -4.356 0.954
88 H 1.619 -0.424 1.293
89 C -1.741 -2.161 1.253
90 H -2.642 3.070 4.333

---

# 2
Computed, not measured: 3 unconnected molecules or ions with the total composition C31H51N4O4PS in a non-equilibrium geometry, with ωB97M-V/def2-TZVPD.

Kohn-Sham gap in eV: 6.83
Spin multiplicity: 3
HOMO level in eV: -7.65
⟨S²⟩: 2.008
Largest force on an atom in eV/A: 3.1
Lowest unoccupied orbital energy in eV: -0.8

Positions of all 92 atoms, in Å:
1 C 2.965 -4.651 2.754
2 H 2.674 7.002 -3.542
3 C 1.363 -4.177 4.686
4 N 2.652 -3.305 2.188
5 H -1.429 0.399 -0.063
6 C -1.625 -2.458 0.330
7 H 4.162 -4.206 4.568
8 C 3.429 4.916 -4.799
9 C 3.255 -5.680 1.652
10 C 0.977 -2.861 4.016
11 H 3.589 -2.353 4.746
12 H 2.356 1.863 0.174
13 H 3.272 4.043 -5.433
14 P -2.535 -2.655 -1.288
15 C 2.081 -2.288 3.119
16 S -7.624 -4.879 -0.466
17 C -4.973 -1.037 -0.926
18 C 1.510 -1.075 2.372
19 N 3.215 3.754 -2.581
20 H 1.905 5.291 -0.416
21 C -6.272 1.267 -0.712
22 H -0.814 -1.843 -2.806
23 H 3.088 5.781 -5.370
24 H 1.212 -0.298 3.076
25 H -2.120 -3.100 1.087
26 C 2.529 4.411 -0.273
27 C 2.904 2.068 -0.748
28 C 1.839 -5.189 3.648
29 H 0.774 2.267 -2.334
30 H -8.216 -2.123 -0.393
31 H 0.984 -5.482 3.029
32 N -7.076 0.224 -0.537
33 O 1.798 -3.472 1.204
34 H 0.270 5.248 -1.910
35 H -0.690 4.120 -2.838
36 H -2.435 -1.638 -3.543
37 C -4.099 2.536 -1.219
38 H 2.829 -0.812 4.537
39 H 2.214 3.994 0.685
40 H 2.770 1.195 -1.387
41 C 2.670 4.823 -3.467
42 H 1.052 3.796 -4.474
43 C 2.901 6.208 -2.828
44 C -1.857 -1.532 -2.610
45 H -1.858 -0.492 -2.227
46 C -7.128 -2.183 -0.554
47 H -1.751 -1.413 0.681
48 H 4.044 -5.328 0.984
49 C -6.546 -3.449 -0.640
50 H 0.706 -2.132 4.784
51 C 0.334 4.354 -2.537
52 H -4.879 3.331 -1.263
53 C 4.281 -4.602 3.562
54 H 0.789 5.515 -4.288
55 H 2.375 -5.911 1.051
56 H 0.623 -1.320 1.789
57 C 2.391 3.362 -1.398
58 H 0.070 -3.030 3.424
59 H 0.499 -4.582 5.219
60 C -6.379 -0.941 -0.674
61 H -3.604 2.548 -2.205
62 H 5.041 -4.016 3.043
63 N -4.178 0.061 -1.095
64 H 4.502 5.031 -4.633
65 C -4.354 -2.367 -1.013
66 H -4.681 -4.548 -0.957
67 C 3.201 -1.678 3.987
68 H 4.036 -1.341 3.370
69 O -1.058 1.608 1.514
70 C -4.857 1.205 -1.004
71 H -7.990 -5.256 -1.722
72 H 0.329 3.047 -0.835
73 H -3.154 4.003 0.071
74 C -5.121 -3.546 -0.888
75 O -1.824 2.497 -0.387
76 H 3.585 -6.623 2.089
77 H -6.733 2.268 -0.650
78 H 3.941 6.331 -2.522
79 H 2.135 -4.008 5.443
80 H 2.266 6.410 -1.968
81 C 0.909 3.183 -1.746
82 H 3.963 2.149 -0.494
83 H -3.511 2.505 0.942
84 H 2.254 -0.641 1.699
85 C 1.179 4.631 -3.777
86 H 4.686 -5.606 3.700
87 H 2.172 -6.099 4.154
88 H -0.572 -2.751 0.183
89 C -1.407 1.419 0.381
90 O 3.402 2.682 -3.314
91 H 3.566 4.734 -0.159
92 C -3.163 2.896 -0.032

---

# 3
Computed, not measured: a molecular structure, C31H52As2F12K6N10O22S in a non-equilibrium geometry, with ωB97M-V/def2-TZVPD.

Kohn-Sham gap in eV: 6.91
HOMO level in eV: -7.48
Largest force on an atom in eV/A: 5.4
Lowest unoccupied orbital energy in eV: -0.6

Positions of all 136 atoms, in Å:
1 C -0.410 3.528 2.232
2 H -3.675 1.628 -5.060
3 H 0.814 -8.185 -0.077
4 N -6.335 -4.631 -1.854
5 As 5.559 -1.780 -0.560
6 H -1.166 5.148 6.414
7 C 1.588 3.832 3.243
8 S -0.073 -1.340 -7.108
9 H -0.771 -6.331 -0.023
10 C -5.400 -5.627 -1.886
11 K 3.169 2.005 -1.787
12 C 0.278 6.245 -0.083
13 C -3.854 3.610 4.210
14 H -0.709 -0.391 -9.962
15 K -2.276 2.202 -1.341
16 N 0.314 7.547 0.661
17 O -4.998 0.148 1.950
18 O -2.314 0.537 -4.196
19 H -0.144 -4.803 7.978
20 O -0.282 4.276 -3.398
21 H 0.943 5.573 0.460
22 F -0.776 1.045 0.146
23 H -0.872 1.314 8.350
24 F 0.910 -0.189 -1.347
25 F 3.922 -1.307 -1.058
26 C -0.885 2.078 7.587
27 H 2.550 4.272 1.183
28 C -1.082 4.094 6.634
29 C -0.405 4.730 2.918
30 H 0.981 2.025 2.222
31 C 0.804 4.875 3.557
32 H -3.095 4.041 4.863
33 H -3.608 -0.034 -5.707
34 C 3.099 -2.333 3.432
35 O -0.037 -3.849 4.839
36 H -1.184 2.998 1.696
37 H -0.068 -5.450 -3.950
38 H 5.998 4.321 -1.166
39 H 0.868 -3.514 7.225
40 H 1.035 5.698 4.217
41 H -4.274 0.240 -4.066
42 O 1.157 -3.874 -3.296
43 H 3.742 5.557 -0.638
44 H -2.711 -1.675 -9.341
45 C 4.156 2.997 1.252
46 H -0.719 5.820 0.023
47 O -4.538 0.839 -0.079
48 C 5.221 2.914 0.373
49 C -3.547 0.576 -4.806
50 O 2.720 1.842 -6.464
51 H 1.792 4.764 -3.587
52 F 1.455 0.273 1.062
53 H -3.034 -0.611 -8.026
54 H -3.277 3.137 3.414
55 O 2.780 0.751 -4.536
56 H -5.544 -1.934 0.690
57 O 0.261 3.323 -1.586
58 C -4.523 -3.924 -3.048
59 C 0.183 -6.333 0.483
60 O 4.622 1.558 -5.474
61 O 1.015 -2.235 -7.596
62 H 1.132 -5.283 6.991
63 O -1.705 -4.054 6.123
64 O 2.823 -2.718 5.723
65 H -4.014 -3.197 -3.664
66 C 0.553 4.023 -2.567
67 H 3.571 1.877 -6.908
68 K 3.638 -2.215 -3.605
69 H 2.730 -7.882 1.842
70 F 7.194 -2.372 -0.049
71 K -0.319 1.980 -5.598
72 As 0.089 -0.584 0.236
73 K 2.405 -4.199 -0.600
74 H 0.407 6.309 -1.164
75 N 2.760 -1.872 4.826
76 H 3.721 -1.521 3.055
77 N 3.459 4.035 0.810
78 H -6.280 -2.577 -2.619
79 F 5.871 -0.220 0.296
80 K -0.934 -2.060 -3.335
81 O -4.004 5.100 2.449
82 O -0.097 -1.099 -5.655
83 C -4.415 -5.223 -2.752
84 C 2.035 -7.178 1.408
85 H 2.479 3.429 3.702
86 H -7.177 -4.560 -1.301
87 H 5.965 2.143 0.231
88 C 0.394 -4.486 7.085
89 N -0.500 -4.169 5.956
90 H 2.168 -2.445 2.876
91 C -1.248 -0.060 -9.074
92 F 4.872 -2.398 0.991
93 H -1.503 3.693 8.813
94 H 1.137 -4.804 -5.110
95 F -0.939 -0.826 1.636
96 N 0.760 2.964 2.521
97 C -5.780 -3.530 -2.523
98 C 0.900 -4.960 -4.057
99 H 2.375 -5.452 2.777
100 C -0.635 1.997 6.238
101 N -4.393 4.806 3.516
102 C -4.708 -1.408 0.229
103 F -1.321 -1.169 -0.681
104 N 1.076 -7.394 0.494
105 O -5.085 5.547 4.208
106 O -1.536 -1.984 -7.589
107 H 3.759 -3.193 3.542
108 O -0.302 0.085 -7.954
109 O -0.755 7.953 1.145
110 H -0.392 3.494 4.745
111 F 6.264 -1.112 -2.028
112 C 5.226 3.993 -0.486
113 H -5.524 -6.631 -1.508
114 F 5.110 -3.356 -1.368
115 N -0.595 3.281 5.711
116 N -4.823 -0.020 0.739
117 O 1.879 4.176 -2.833
118 F 0.926 -2.146 0.424
119 C 4.122 4.638 -0.215
120 H -3.760 -1.808 0.587
121 C 1.878 -5.909 1.934
122 O 2.687 -0.654 4.963
123 C -1.158 3.357 7.846
124 C 0.655 -5.402 1.424
125 H -4.821 -1.522 -0.849
126 H 3.824 2.407 2.093
127 H -3.558 -5.848 -2.955
128 C -2.226 -1.155 -8.514
129 H 1.625 -5.747 -3.850
130 H 0.121 -4.629 1.957
131 H -1.259 5.383 2.813
132 C 3.376 1.361 -5.440
133 O 1.421 7.937 0.913
134 H -0.543 1.132 5.599
135 H -1.716 0.872 -9.393
136 H -4.711 3.045 4.577

---

Question: Which value of largest force on an atom does entry 1 give?
Answer: 1.5 eV/A

---

Question: Which formula does entry 3 have?
Answer: C31H52As2F12K6N10O22S

---

Question: The highest largest force on an atom belongs to which entry?
Answer: C31H52As2F12K6N10O22S

---

Question: The highest largest force on an atom belongs to which entry?
Answer: C31H52As2F12K6N10O22S